[1]
Below is C28H31N2O as an isolated structure at a distorted geometry, with properties calculated with ωB97M-V/def2-TZVPD.

Geometry (Å):
C1 -6.38058 -2.41532 1.90961
C2 -5.29937 -1.36551 1.95651
C3 -5.58917 0.02191 1.95089
C4 -4.55802 0.96010 2.02159
C5 -3.20980 0.55894 2.07733
C6 -2.17687 1.60737 2.22526
C7 -0.76851 1.18094 2.58639
C8 -0.38292 -0.00331 3.27941
C9 0.95684 -0.30560 3.55035
C10 1.92734 0.59962 3.12455
O1 3.28070 0.36679 3.23637
C11 3.86996 -0.61886 2.46549
C12 4.93369 -0.22512 1.63809
C13 5.62672 -1.18792 0.89600
C14 5.25601 -2.52941 0.97761
C15 4.18459 -2.90219 1.77746
C16 3.48227 -1.95114 2.51183
C17 1.58635 1.84735 2.56498
C18 0.26673 2.05890 2.22343
C19 -2.93156 -0.82780 1.92428
C20 -3.94946 -1.77774 1.95740
H1 -6.01621 -3.32817 2.38419
H2 -7.27023 -2.10779 2.45655
H3 -6.67268 -2.69053 0.88972
H4 -6.62250 0.39894 1.97221
H5 -4.77544 2.03171 2.05009
H6 -2.03286 2.45542 1.44116
H7 -1.12695 -0.70385 3.67712
H8 1.25365 -1.19698 4.11418
H9 5.19651 0.83748 1.57413
H10 6.45248 -0.86917 0.24329
H11 5.80082 -3.27685 0.41430
H12 3.86933 -3.93736 1.83446
H13 2.62594 -2.23050 3.09946
H14 2.31667 2.64111 2.36777
H15 0.00677 2.97445 1.65843
H16 -1.90485 -1.21618 1.76637
H17 -3.72520 -2.87162 2.02353
C21 -1.54755 3.83959 -0.15748
C22 -2.65620 4.69786 0.42607
C23 -2.18290 6.14864 0.40136
C24 -3.87768 4.44465 -0.43351
N1 -2.98308 4.29427 1.83632
C25 -2.78184 3.06565 2.44722
N2 -2.79520 3.32684 3.76536
C26 -2.35665 2.37008 4.77787
C27 -3.18742 4.62706 4.00450
C28 -3.36414 5.22703 2.80478
H18 -1.84710 2.78843 -0.29320
H19 -1.30746 4.20919 -1.16533
H20 -0.60365 3.92173 0.38865
H21 -2.96266 6.85651 0.68235
H22 -1.31185 6.29063 1.04483
H23 -1.84878 6.42822 -0.60606
H24 -4.76028 4.96884 -0.06068
H25 -3.64544 4.77940 -1.45350
H26 -4.11118 3.37320 -0.46167
H27 -1.26283 2.13049 4.66630
H28 -2.47646 2.86394 5.76295
H29 -2.98027 1.43113 4.77030
H30 -3.39112 4.96405 5.00619
H31 -3.61885 6.25634 2.58040

Forces on atoms 1 to 3 (eV/Å):
C 0.0491 -0.1139 0.2729
C 0.1792 0.4440 -0.1644
C 0.1847 -0.3429 0.1641

Output
Kohn-Sham gap   7.90 eV
Charge   +1
Maximum force   0.103 Eh/bohr
Relative energy (zero: lowest compared OMol25 entry of this formula, charge and spin)   61.60 kcal/mol
M   411.57 g mol⁻¹


[2]
Below is C28H31N2O2PtS2 as an isolated structure, with properties calculated with ωB97M-V/def2-TZVPD.

Geometry (Å):
Pt1 0.53966 0.43750 0.83313
O1 2.32911 1.61913 -1.42151
C1 2.24703 2.81473 -0.68942
C2 0.83920 3.25684 -0.34551
C3 0.46640 4.58450 -0.50744
C4 -0.82314 4.97985 -0.20548
C5 -1.73167 4.03010 0.22437
C6 -1.30038 2.72388 0.36818
N1 -0.04021 2.35872 0.11609
H1 1.84537 0.93664 -0.90604
H2 2.68330 3.59446 -1.31619
H3 2.82623 2.77077 0.23988
H4 1.19713 5.29310 -0.87508
H5 -1.11996 6.01490 -0.32338
H6 -2.75696 4.28344 0.45473
H7 -1.94310 1.91152 0.67840
C7 -2.23787 -1.24955 1.75280
C8 -1.96865 -1.20665 0.24294
C9 -1.34104 -2.52527 -0.21799
C10 -3.30363 -1.00940 -0.47749
O2 -1.16815 -0.11266 -0.13121
H8 -2.84122 -2.12392 2.02087
H9 -2.77440 -0.34838 2.06498
H10 -1.30325 -1.28963 2.31088
H11 -1.96658 -3.38678 0.03835
H12 -0.36384 -2.65243 0.24650
H13 -1.20163 -2.50208 -1.30153
H14 -3.95115 -1.88482 -0.37278
H15 -3.11873 -0.83245 -1.53881
H16 -3.82672 -0.13934 -0.07166
S1 1.93633 1.49811 2.39227
C11 1.04266 1.00044 3.75612
N2 1.21826 -0.22854 4.41370
C12 0.09016 -0.57400 5.25965
C13 -0.39170 0.74599 5.85386
S2 -0.26103 1.92580 4.48443
H17 1.52325 -0.96503 3.78646
H18 0.40877 -1.26772 6.04093
H19 -0.72393 -1.04570 4.69187
H20 0.24030 1.05867 6.68518
H21 -1.42783 0.68872 6.18301
C14 1.20829 -1.27281 1.44258
C15 1.65095 -2.34461 1.84960
C16 2.13756 -3.56190 2.30203
C17 1.44142 -4.16109 3.45845
C18 2.11860 -4.84355 4.47542
C19 1.43947 -5.34378 5.57732
C20 0.06612 -5.17358 5.69186
C21 -0.61769 -4.48339 4.69730
C22 0.05981 -3.98008 3.59905
C23 3.29961 -4.17651 1.67005
C24 4.10886 -3.41639 0.81016
C25 5.20120 -3.98027 0.17580
C26 5.52187 -5.31999 0.37050
C27 4.72120 -6.09060 1.20404
C28 3.62575 -5.53051 1.84225
H22 3.19447 -4.94956 4.41832
H23 1.98979 -5.85565 6.35770
H24 -0.46420 -5.56805 6.54972
H25 -1.68737 -4.33077 4.77800
H26 -0.47122 -3.43313 2.83040
H27 3.86104 -2.37318 0.65710
H28 5.80990 -3.36700 -0.47759
H29 6.37598 -5.75944 -0.12933
H30 4.94446 -7.14031 1.35354
H31 2.99638 -6.15825 2.45863

Forces on atoms 1 to 3 (eV/Å):
Pt -0.1036 0.1383 0.3729
O -0.1612 0.0976 -0.0672
C -0.0137 0.0835 0.0064

Output
⟨S²⟩   2.0409
Kohn-Sham gap (alpha / beta)   4.88 / 6.52 eV
Charge   -1
Maximum force   0.009 Eh/bohr
Relative energy (zero: lowest compared OMol25 entry of this formula, charge and spin)   13.66 kcal/mol
2S+1   3
M   686.78 g mol⁻¹


[3]
Below is a 2-piece molecular cluster, C28H31N3O4 overall at a distorted geometry, with properties calculated with ωB97M-V/def2-TZVPD.

Geometry (Å):
N1 2.30926 4.27613 0.67600
C1 1.15483 3.48596 0.37662
N2 0.79154 2.61273 1.27643
C2 -0.32983 1.89112 0.96531
C3 -0.79041 0.93272 1.93416
C4 0.00663 0.78616 3.22689
C5 0.33247 -0.65356 3.61437
C6 1.01809 -1.54850 2.79963
C7 1.23306 -2.84649 3.22706
C8 0.79137 -3.31265 4.45528
C9 0.14077 -2.40724 5.28895
C10 -0.07717 -1.10866 4.86505
C11 -1.93090 0.21766 1.67520
C12 -2.54895 -0.79323 2.63393
C13 -3.22589 -0.17934 3.86406
O1 -2.84773 0.79675 4.46983
C14 -2.63259 0.40787 0.43794
C15 -2.18055 1.30776 -0.46393
C16 -2.97143 1.51263 -1.75062
O2 -2.53750 0.73200 -2.89145
C17 -1.40215 -0.01200 -2.68863
C18 -1.48186 -1.31559 -2.20161
C19 -0.35503 -2.08933 -1.98714
C20 0.90434 -1.58483 -2.26690
C21 1.00781 -0.30083 -2.79023
C22 -0.13367 0.45928 -2.98729
C23 -1.00953 2.09456 -0.23847
N3 -0.66549 3.00483 -1.19799
C24 0.40138 3.68037 -0.84926
C25 0.89359 4.73854 -1.85403
C26 -0.04858 5.96122 -1.95617
O3 -1.40741 5.59493 -2.17732
H1 2.06022 5.21512 0.96084
H2 2.97540 4.27406 -0.08367
H3 0.94447 1.35277 3.22736
H4 -0.60188 1.20772 4.04072
H5 1.38502 -1.22418 1.82414
H6 1.74555 -3.56471 2.58171
H7 0.95233 -4.34401 4.76575
H8 -0.20615 -2.74265 6.26858
H9 -0.59244 -0.44422 5.56306
H10 -1.84377 -1.57890 2.95027
H11 -3.34444 -1.33270 2.09022
H12 -4.16945 -0.67734 4.20698
H13 -3.53105 -0.18136 0.24748
H14 -4.04511 1.36085 -1.55739
H15 -2.88026 2.57334 -2.03640
H16 -2.49181 -1.68574 -2.00248
H17 -0.49252 -3.09374 -1.58353
H18 1.80179 -2.17133 -2.09159
H19 2.00439 0.09006 -3.00070
H20 -0.00896 1.47016 -3.38563
H21 1.94136 5.00878 -1.69930
H22 0.84633 4.23216 -2.83408
H23 -0.01419 6.61984 -1.07417
H24 0.24140 6.53426 -2.85068
H25 -1.89089 5.63939 -1.34693
C27 3.16965 -5.82012 -4.20831
C28 3.25135 -5.27360 -2.79540
O4 2.22333 -4.31295 -2.56265
H26 3.25935 -5.01165 -4.93503
H27 3.96084 -6.54882 -4.39287
H28 2.20404 -6.30182 -4.38094
H29 4.20649 -4.77561 -2.63288
H30 3.15398 -6.08152 -2.06268
H31 1.37715 -4.75250 -2.69548

Forces on atoms 1 to 3 (eV/Å):
N -0.2741 -0.4531 0.0589
C -0.3553 -0.0688 0.2152
N -0.2179 0.2640 -0.8732

Output
Kohn-Sham gap   8.44 eV
Maximum force   0.039 Eh/bohr
Relative energy (zero: lowest compared OMol25 entry of this formula, charge and spin)   65.67 kcal/mol
SMILES string   Nc1nc2c(Cc3ccccc3)c(CC=O)cc(COc3ccccc3)c2nc1CCO.CCO
M   473.57 g mol⁻¹


[4]
Below is C28H31N6O2ReS3 as an isolated structure at a distorted geometry, with properties calculated with ωB97M-V/def2-TZVPD.

Geometry (Å):
Re1 -1.46063 -1.10696 1.07099
C1 -5.78103 -0.57546 1.42179
C2 -4.38763 -0.89366 1.00859
N1 -3.34393 -0.60216 1.73449
N2 -3.48063 -0.06286 2.97569
C3 -2.41433 0.12644 3.78939
N3 -2.60693 0.55954 5.02469
S1 -0.83023 -0.13536 3.23929
C4 -4.07023 -1.62076 -0.21911
C5 -5.02233 -2.16466 -1.08301
C6 -4.61283 -2.94516 -2.15611
C7 -3.25773 -3.17866 -2.33811
C8 -2.36043 -2.60296 -1.44891
N4 -2.74663 -1.84306 -0.43181
H1 -5.85463 0.43594 1.82489
H2 -6.13123 -1.27446 2.18649
H3 -6.46033 -0.64116 0.57749
H4 -4.42223 0.01064 3.35719
H5 -3.51513 0.76274 5.41679
H6 -1.81633 0.65974 5.64619
H7 -6.07563 -2.00736 -0.91391
H8 -5.34723 -3.36956 -2.82331
H9 -2.89233 -3.80046 -3.14001
H10 -1.29833 -2.78626 -1.54311
S2 0.77487 -1.51376 0.34189
C9 1.50777 0.03374 0.41339
N5 2.79467 0.16284 0.69469
C10 3.34777 1.48394 0.91629
C11 2.70467 2.48784 -0.02721
N6 1.25677 2.41414 0.06679
C12 0.49097 3.64094 -0.04991
C13 0.23387 4.09704 -1.47611
C14 -1.02743 3.93374 -2.04191
C15 -1.29223 4.42784 -3.31091
C16 -0.29593 5.08074 -4.02291
C17 0.96717 5.23754 -3.46791
C18 1.22937 4.75604 -2.19351
C19 0.68587 1.22364 0.19189
S3 -1.00103 1.06054 0.04969
C20 3.67827 -0.96066 0.90329
C21 4.68457 -1.12086 -0.21611
C22 4.26977 -1.08016 -1.54851
C23 5.18017 -1.28676 -2.56881
C24 6.51757 -1.53196 -2.27371
C25 6.93627 -1.56036 -0.94781
C26 6.02987 -1.34556 0.07639
H11 4.42377 1.45144 0.74399
H12 3.17567 1.77384 1.96099
H13 3.00557 2.28864 -1.06251
H14 3.03167 3.49374 0.23709
H15 1.04977 4.42624 0.46549
H16 -0.46913 3.49594 0.45419
H17 -1.80803 3.44934 -1.47471
H18 -2.27733 4.30794 -3.73281
H19 -0.50803 5.47234 -5.00381
H20 1.74317 5.74354 -4.01961
H21 2.19987 4.93054 -1.75371
H22 3.07477 -1.87106 0.97929
H23 4.21077 -0.81036 1.84669
H24 3.22787 -0.91916 -1.78451
H25 4.85237 -1.26676 -3.59511
H26 7.22617 -1.69446 -3.07141
H27 7.97207 -1.74926 -0.71581
H28 6.36897 -1.38336 1.10069
C27 -1.44503 -5.13356 2.53649
C28 -1.37513 -3.78876 1.89339
O1 -0.76043 -3.58946 0.82859
O2 -1.97063 -2.80566 2.43069
H29 -0.53683 -5.69556 2.33659
H30 -2.29023 -5.66996 2.10799
H31 -1.60673 -5.04066 3.60629

Forces on atoms 1 to 3 (eV/Å):
Re 1.9863 -2.3111 0.2123
C -0.0102 0.0006 0.0176
C -0.0001 0.1133 0.1898

Output
⟨S²⟩   0.7724
Kohn-Sham gap (alpha / beta)   4.93 / 5.06 eV
Charge   +3
Maximum force   0.059 Eh/bohr
Relative energy (zero: lowest compared OMol25 entry of this formula, charge and spin)   0.00 kcal/mol
2S+1   2
M   766.00 g mol⁻¹


[5]
Below is a 2-piece molecular cluster, C28H32BF3O2 overall at a distorted geometry, with properties calculated with ωB97M-V/def2-TZVPD.

Geometry (Å):
C1 -4.52478 -0.00917 -3.15703
C2 -3.53625 1.06940 -2.69629
C3 -3.59084 2.28465 -3.66893
O1 -2.19242 0.51980 -2.89267
B1 -1.46278 1.14608 -1.90477
C4 0.09418 1.08106 -1.81194
C5 0.86582 0.33061 -2.73969
C6 2.22451 0.60564 -2.93165
C7 2.88852 1.52296 -2.12034
C8 4.29538 1.96491 -2.47145
F1 4.90704 2.62839 -1.43907
F2 5.11147 0.92111 -2.82397
F3 4.31737 2.81572 -3.53324
C9 2.20436 2.12037 -1.07563
C10 0.83682 1.83717 -0.87449
O2 -2.18860 1.60693 -0.79568
C11 -3.57979 1.39109 -1.09888
C12 -4.32598 2.65610 -0.71882
C13 -4.13915 0.23968 -0.23756
H1 -5.54305 0.39961 -3.31879
H2 -4.20980 -0.44896 -4.11895
H3 -4.58922 -0.83027 -2.42058
H4 -4.60501 2.67830 -3.82357
H5 -2.94011 3.11450 -3.33873
H6 -3.19595 1.97684 -4.65566
H7 0.38581 -0.45779 -3.31134
H8 2.78235 0.09057 -3.72764
H9 2.73428 2.82707 -0.42759
H10 0.33528 2.26719 -0.00144
H11 -5.37870 2.65137 -1.04039
H12 -4.33066 2.74842 0.37355
H13 -3.83621 3.54469 -1.13756
H14 -5.22523 0.10416 -0.38959
H15 -3.65778 -0.72472 -0.42809
H16 -4.00844 0.45518 0.83655
C14 -0.34237 -3.34038 0.43043
C15 -0.07953 -2.16492 1.33427
C16 1.23789 -2.28585 2.03267
C17 2.38299 -1.49909 1.25071
C18 2.90082 -1.97380 0.01724
C19 4.02964 -1.36374 -0.54812
C20 4.62716 -0.26290 0.09636
C21 4.05098 0.26934 1.24352
C22 2.93112 -0.35219 1.83472
C23 0.96429 -1.84870 3.52098
C24 1.32447 -2.55455 4.68743
C25 1.01746 -1.96069 5.93922
C26 0.35898 -0.71107 5.98299
C27 -0.10953 -0.10315 4.80273
C28 0.22624 -0.66912 3.57580
H17 -0.23743 -4.28787 1.00928
H18 -1.37721 -3.30766 0.08492
H19 0.35179 -3.31230 -0.42780
H20 -0.15938 -1.15289 0.79146
H21 -0.96408 -2.14174 2.01778
H22 1.58820 -3.34045 2.02468
H23 2.53717 -2.90216 -0.43702
H24 4.44918 -1.72346 -1.47685
H25 5.58074 0.12662 -0.24280
H26 4.45595 1.18345 1.69100
H27 2.52213 0.01966 2.78668
H28 1.87280 -3.50385 4.62909
H29 1.38653 -2.45591 6.84221
H30 0.25590 -0.17669 6.94151
H31 -0.65058 0.82928 4.83638
H32 -0.05474 -0.16190 2.65043

Forces on atoms 1 to 3 (eV/Å):
C -0.3822 -0.1797 0.1083
C -0.4486 -0.2894 -0.3884
C 0.1156 0.0941 0.2646

Output
Kohn-Sham gap   9.19 eV
Maximum force   0.049 Eh/bohr
Relative energy (zero: lowest compared OMol25 entry of this formula, charge and spin)   0.00 kcal/mol
SMILES string   CC1(C)OB(c2ccc(C(F)(F)F)cc2)OC1(C)C.CCC(c1ccccc1)c1ccccc1
M   468.37 g mol⁻¹


[6]
Below is a 5-piece molecular cluster, C28H32I2N overall, with properties calculated with ωB97M-V/def2-TZVPD.

Geometry (Å):
C1 0.30560 7.62566 0.05272
N1 0.25426 6.15361 0.34584
C2 1.52702 5.49186 0.68215
I1 2.88416 6.60929 1.82959
C3 1.75955 4.23275 0.32658
C4 2.95315 3.42188 0.65256
I2 0.29218 3.17940 -0.76858
H1 1.03906 7.82907 -0.70871
H2 0.46384 8.17744 0.96196
H3 -0.67013 7.89760 -0.32548
H4 -0.37887 6.02060 1.13739
H5 -0.18695 5.69400 -0.45759
H6 3.82504 4.02509 0.85713
H7 3.18914 2.72753 -0.13990
H8 2.73359 2.85270 1.55035
C5 5.80777 3.38429 5.74777
C6 5.07414 4.24611 4.94541
C7 3.72168 4.01546 4.73633
C8 3.10058 2.92624 5.33261
C9 3.83442 2.06578 6.13618
C10 5.18792 2.29379 6.34151
H9 6.86211 3.56268 5.91151
H10 5.55848 5.09873 4.48493
H11 3.15176 4.68499 4.10435
H12 2.04371 2.74956 5.17460
H13 3.35144 1.21851 6.60452
H14 5.76030 1.62150 6.96638
C11 -2.69101 -1.42685 3.19247
C12 -1.63661 -0.67373 3.69056
C13 -1.13167 0.38573 2.95111
C14 -1.68615 0.69510 1.71640
C15 -2.74227 -0.05587 1.22029
C16 -3.24262 -1.11987 1.95661
H15 -3.08255 -2.25498 3.76792
H16 -1.20823 -0.91409 4.65463
H17 -0.30432 0.96888 3.33738
H18 -1.29134 1.52218 1.13892
H19 -3.17509 0.18438 0.25710
H20 -4.06115 -1.70998 1.56608
C17 -2.53491 -3.68838 -1.72384
C18 -2.34756 -2.31642 -1.63084
C19 -2.94416 -1.47063 -2.55570
C20 -3.73298 -1.99509 -3.57028
C21 -3.92144 -3.36679 -3.66165
C22 -3.32046 -4.21339 -2.74047
H21 -2.06786 -4.34867 -1.00446
H22 -1.73724 -1.90677 -0.83585
H23 -2.79482 -0.39967 -2.48671
H24 -4.20057 -1.33534 -4.28969
H25 -4.53620 -3.77723 -4.45201
H26 -3.46253 -5.28336 -2.81714
C23 -0.70787 -7.70562 -6.87281
C24 -0.10307 -7.95985 -5.64996
C25 -0.19183 -7.02853 -4.62476
C26 -0.89034 -5.84533 -4.82117
C27 -1.49709 -5.59231 -6.04318
C28 -1.40386 -6.52113 -7.07011
H27 -0.63718 -8.43112 -7.67256
H28 0.43744 -8.88465 -5.49585
H29 0.28324 -7.22529 -3.67220
H30 -0.96331 -5.11943 -4.02176
H31 -2.04343 -4.66961 -6.19404
H32 -1.87388 -6.32244 -8.02455

Forces on atoms 1 to 3 (eV/Å):
C -0.5842 -0.0853 -0.1470
N 0.0884 0.6741 0.3841
C 0.4978 -0.1098 0.0134

Output
Kohn-Sham gap   6.61 eV
Charge   +1
Maximum force   0.015 Eh/bohr
M   636.38 g mol⁻¹


M of number 2 (C28H31N2O2PtS2)? 686.78 g mol⁻¹